DFT (wB97M-V/def2-TZVPD) results for C55H44BrNO2P3Ru as an isolated structure in a non-equilibrium geometry.

Cartesian coordinates (Å):
C: 0.72 1.82 0.68
C: -1.33 -2.25 2.18
C: -1.23 -0.90 1.79
C: 2.62 -1.19 -2.88
C: 2.25 -1.51 -5.61
C: -2.74 3.56 0.81
H: 4.69 -1.58 -3.27
C: -1.14 4.77 -3.05
H: 1.89 5.03 0.73
C: -5.03 -2.31 -0.66
N: -0.71 -0.87 0.51
H: -2.72 0.13 2.98
H: -0.17 -0.03 7.39
C: 1.34 -1.08 -3.42
C: 2.67 -0.45 4.80
H: -2.93 -3.77 -5.07
C: -1.44 6.00 -3.60
C: -4.96 2.63 0.90
C: 3.51 -1.67 -5.06
C: -3.82 -1.83 -4.80
C: -5.48 3.92 1.00
H: -1.67 3.42 0.71
H: 2.10 -1.62 -6.68
C: -4.02 -0.45 0.51
H: -0.92 -3.24 -3.75
H: -6.55 4.06 1.05
C: 4.02 -1.61 0.36
H: -1.32 1.14 2.55
Ru: -0.64 0.76 -0.59
Br: -0.83 2.38 -6.48
H: -1.61 6.86 -2.96
C: -1.98 0.34 2.22
C: 1.76 2.39 2.83
C: 1.93 -0.34 7.09
C: -1.57 -1.24 -3.26
C: 0.34 -0.11 5.31
C: 4.04 -2.95 0.69
H: -4.95 0.06 2.39
C: 0.62 -0.14 6.67
C: -4.04 -1.34 -0.56
C: -0.92 3.64 -3.84
H: 0.79 3.44 -0.74
C: 3.09 -3.46 1.57
H: 2.03 2.10 3.84
H: 2.16 -0.37 8.14
C: 1.14 1.46 1.99
H: -2.60 5.70 0.89
P: -0.07 -0.81 -2.30
H: 3.10 -4.51 1.83
H: -0.18 -3.26 -1.69
C: -1.71 -2.50 -3.86
C: 2.95 -0.49 6.16
H: -1.08 4.66 -1.97
C: -0.62 2.35 -3.12
C: -5.97 -1.55 1.42
C: -4.98 -0.59 1.52
H: -0.69 0.03 4.97
P: -2.75 0.85 0.60
H: 2.49 4.40 3.05
C: 1.36 -0.25 4.37
C: 1.68 4.03 1.10
H: 1.26 -2.46 -1.09
C: 2.14 -2.62 2.13
C: -3.26 4.84 0.91
C: -2.57 -0.29 -3.44
H: 3.04 0.28 0.62
H: -5.64 1.79 0.87
H: -6.80 -3.13 0.23
C: 1.04 3.12 0.26
C: 0.18 -2.35 -1.22
C: -3.58 2.45 0.83
H: -6.71 -1.65 2.20
C: -3.69 -0.58 -4.21
H: -1.77 7.08 -5.43
O: -0.17 1.38 -3.71
C: -2.83 -2.79 -4.61
H: -4.69 -2.06 -5.41
H: 3.46 -0.58 4.08
H: -1.72 -2.62 3.11
C: 2.12 -1.26 1.80
H: -2.49 0.68 -2.97
H: -4.45 0.17 -4.35
C: 2.02 3.68 2.39
H: 1.41 -3.01 2.83
C: -6.01 -2.40 0.32
H: 4.76 -1.21 -0.33
C: 3.05 -0.76 0.89
O: -0.89 2.39 -1.84
H: -3.27 -1.28 -1.32
H: -1.39 5.11 -6.86
C: 3.70 -1.49 -3.70
H: 4.35 -1.92 -5.69
C: -4.63 5.02 1.00
P: 0.89 -0.22 2.62
C: -1.32 5.02 -5.79
C: -0.45 -2.14 0.11
H: 3.97 -0.64 6.49
H: -5.03 -2.99 -1.50
C: 1.16 -1.20 -4.80
H: 2.77 -1.04 -1.82
H: -0.74 -4.10 1.09
H: 0.19 -1.04 -5.24
C: -1.02 3.79 -5.23
H: -5.05 6.02 1.06
C: -0.82 -3.02 1.13
C: -1.53 6.13 -4.98
H: 4.79 -3.61 0.28

Properties
Spin multiplicity ... 5
Gap between HOMO and LUMO (spin up / spin down) ... 7.2 / 6.7 eV
Highest occupied orbital energy (spin up / spin down) ... -9.2 / -10.7 eV
Net charge ... +1
<S²> ... 6.02


DFT (wB97M-V/def2-TZVPD) results for an isolated molecule of C4H4P2 in a non-equilibrium geometry.

Cartesian coordinates (Å):
H: -0.77 1.77 -0.33
P: -1.25 1.23 1.97
H: 2.11 0.14 -0.55
C: 1.25 0.60 -0.09
C: -0.38 2.02 0.66
H: 0.15 -1.12 -0.49
H: -1.50 -1.10 1.15
C: 0.09 -0.18 0.06
C: -0.98 -0.16 0.96
P: 1.37 2.13 0.74

Properties
Structure (SMILES) ... c1cpcpc1
Spin multiplicity ... 1
Gap between HOMO and LUMO (spin up / spin down) ... 7.6 / 7.6 eV
Highest occupied orbital energy (spin up / spin down) ... -8.5 / -8.5 eV


DFT (wB97M-V/def2-TZVPD) results for an isolated molecule of C7H12.

Cartesian coordinates (Å):
H: -1.32 -1.06 0.12
H: -0.19 3.89 2.92
H: -0.84 -1.31 -2.35
H: -1.39 1.07 -1.02
H: 0.41 -0.93 0.43
C: -0.06 -1.51 -1.59
C: -0.17 1.61 0.61
H: 0.64 2.50 3.62
H: 0.85 -3.23 -0.63
C: -0.43 0.79 -0.58
C: 0.06 -3.01 -1.37
H: 0.32 -3.53 -2.30
C: 0.12 2.28 1.57
H: 1.50 3.57 2.51
H: 0.33 1.06 -1.32
H: 0.88 -1.13 -2.01
H: -0.87 -3.44 -0.99
C: 0.53 3.10 2.71
C: -0.37 -0.72 -0.32

Properties
Structure (SMILES) ... CC#CCCCC
Spin multiplicity ... 1
Gap between HOMO and LUMO ... 10.4 eV
Highest occupied orbital energy ... -9.3 eV


Question: Which value of spin multiplicity does entry 3 give?
Answer: 1